(1)
This record from OMol25 describes a cluster of 2 separate species, C4H9S in total. The level of theory is wB97M-V/def2-TZVPD.

Each line ends with the Mulliken charge.
Positions of all 14 atoms, in Å:
S 1.06 1.47 -1.48  -0.81
H 1.72 2.30 -2.30  -0.08
C -0.39 -1.66 -0.78  -1.21
C -0.57 -1.48 0.74  -0.16
C -0.23 -0.10 1.24  0.01
C -0.98 0.51 2.14  -0.88
H 0.65 -1.49 -1.05  0.29
H -0.73 -2.67 -1.05  0.35
H -0.97 -0.92 -1.33  0.30
H 0.11 -2.19 1.22  0.21
H -1.59 -1.72 1.02  0.26
H 0.59 0.45 0.77  0.19
H -0.74 1.51 2.50  0.28
H -1.88 0.04 2.52  0.23

Values from the calculation:
frontier orbital gap	0.2428	Ha
total charge	-1
LUMO level	4.00	eV

=====

(2)
This record from OMol25 describes the molecule C4H9NO2S in a non-equilibrium geometry. The level of theory is wB97M-V/def2-TZVPD.

Each line ends with the Mulliken charge.
Positions of all 17 atoms, in Å:
C -0.96 -0.96 0.88  -1.14
C -1.32 1.52 0.40  -0.87
C 0.04 -0.64 -0.23  0.32
C 0.05 0.95 -0.48  -0.33
N 1.35 -1.12 0.14  -0.65
O -2.60 -0.41 -1.00  -0.58
O 1.19 1.73 -0.05  -0.56
S -2.44 0.05 0.37  0.37
H -1.35 -1.95 0.80  0.47
H -0.92 -0.95 1.93  0.50
H -1.05 1.88 1.36  0.38
H -1.69 2.29 -0.13  0.52
H -0.40 -1.12 -1.12  0.34
H -0.23 1.14 -1.48  0.42
H 1.32 -1.86 0.76  0.19
H 1.81 -1.31 -0.78  0.26
H 1.72 1.23 0.52  0.35

Values from the calculation:
frontier orbital gap	0.3572	Ha
LUMO level	0.74	eV

=====

(3)
This record from OMol25 describes a cluster of 2 separate species, C5H16N2O in total in a non-equilibrium geometry. The level of theory is wB97M-V/def2-TZVPD.

Each line ends with the Mulliken charge.
Positions of all 24 atoms, in Å:
C 1.34 0.49 -1.46  -1.58
C 0.66 -0.08 -0.20  0.31
C 0.67 0.92 0.94  -0.91
N 2.00 1.32 1.47  -0.61
N -0.74 -0.56 -0.36  0.12
C -1.47 0.02 -1.48  -1.07
C -0.75 -2.00 -0.54  -1.20
H 1.19 -0.24 -2.26  0.36
H 0.90 1.46 -1.69  0.39
H 2.38 0.59 -1.29  0.45
H 1.28 -0.92 0.10  0.37
H 0.20 0.46 1.81  0.41
H 0.10 1.84 0.85  0.30
H 2.67 0.57 1.39  0.24
H 2.33 2.17 1.03  0.25
H -1.10 1.02 -1.70  0.37
H -1.34 -0.57 -2.39  0.34
H -2.51 0.05 -1.19  0.33
H -1.77 -2.34 -0.59  0.40
H -0.23 -2.34 -1.44  0.40
H -0.26 -2.56 0.26  0.33
O -1.74 0.18 3.30  -0.66
H -1.81 -0.48 2.61  0.33
H -1.98 0.98 2.82  0.32

Values from the calculation:
frontier orbital gap	0.3487	Ha
LUMO level	0.81	eV
SMILES string	C[C@@H](CN)N(C)C.O

=====

(4)
This record from OMol25 describes the ion C10H10NO with charge +1 in a non-equilibrium geometry. The level of theory is wB97M-V/def2-TZVPD.

Each line ends with the Mulliken charge.
Positions of all 22 atoms, in Å:
C -0.13 -1.16 2.45  -0.99
C -1.21 -0.96 1.64  -0.61
C 1.13 -0.76 2.01  -0.14
C -2.16 -0.18 -0.43  -0.54
C -1.07 -0.35 0.37  1.09
C 1.39 -0.17 0.78  0.09
C 0.25 0.16 -0.11  0.65
C -2.04 0.34 -1.81  -0.62
C -0.82 1.27 -1.93  -0.69
C 3.61 0.33 -0.19  -0.02
N 0.30 0.92 -1.13  -0.54
O 2.74 0.02 0.67  -0.21
H -0.24 -1.64 3.41  0.39
H -2.20 -1.29 1.94  0.40
H 1.99 -0.96 2.65  0.42
H -3.14 -0.45 -0.07  0.41
H -1.92 -0.52 -2.48  0.28
H -2.95 0.85 -2.12  0.39
H -0.46 1.31 -2.96  0.33
H -1.07 2.30 -1.64  0.34
H 4.63 0.34 0.16  0.28
H 3.36 0.61 -1.21  0.28

Values from the calculation:
frontier orbital gap (alpha / beta)	0.2256 / 0.2257	Ha
total charge	+1
LUMO level (alpha / beta)	-5.66 / -5.66	eV

=====

(5)
This record from OMol25 describes the molecule C4H8N2O2 in a non-equilibrium geometry. The level of theory is wB97M-V/def2-TZVPD.

Each line ends with the Mulliken charge.
Positions of all 16 atoms, in Å:
C -1.65 0.19 -0.19  0.37
C -0.85 1.46 -0.47  -0.39
C 0.64 1.09 -0.44  -0.44
C 1.61 -1.05 0.14  -0.67
N -0.98 -0.53 0.73  -0.05
N 0.88 0.09 0.56  -0.29
O -2.76 -0.05 -0.60  -0.59
O -1.08 -1.87 0.92  -0.37
H -1.15 1.86 -1.43  0.30
H -1.09 2.18 0.31  0.24
H 0.96 0.76 -1.44  0.30
H 1.23 1.97 -0.16  0.32
H 1.15 -1.95 0.56  0.26
H 1.70 -1.17 -0.95  0.30
H 2.62 -0.97 0.57  0.31
H -1.20 -2.01 1.88  0.39

Values from the calculation:
frontier orbital gap	0.3410	Ha
LUMO level	0.05	eV

=====

(6)
This record from OMol25 describes a structure of composition C32H24ClMnN5O4S3. The level of theory is wB97M-V/def2-TZVPD.

Each line ends with the Mulliken charge.
Positions of all 70 atoms, in Å:
Mn 1.02 0.61 -0.53  0.01
Cl 7.73 -2.07 -0.99  -0.29
C 6.20 -1.21 -1.15  0.13
C 5.91 -0.54 -2.34  -0.51
C 4.72 0.13 -2.46  -0.78
C 3.74 0.16 -1.42  -0.13
O 2.66 0.81 -1.62  -0.40
C 4.08 -0.52 -0.21  0.54
C 3.25 -0.51 0.97  0.40
N 2.09 0.01 1.05  0.19
C 1.37 0.05 2.27  1.00
C 1.88 -0.18 3.52  -0.74
C 1.03 -0.15 4.64  -0.97
C -0.30 0.11 4.51  -0.72
C -0.84 0.40 3.24  0.67
C -2.22 0.67 3.01  -0.56
C -2.65 0.89 1.74  -0.80
C -1.72 0.83 0.67  -0.31
N -0.43 0.65 0.86  0.40
C 0.01 0.39 2.12  0.17
C 5.31 -1.20 -0.11  -0.84
H 6.62 -0.57 -3.15  0.38
H 4.47 0.64 -3.38  0.40
H 3.69 -0.99 1.85  0.13
H 2.93 -0.41 3.66  0.30
H 1.44 -0.38 5.62  0.33
H -0.97 0.08 5.36  0.38
H -2.92 0.63 3.84  0.30
H -3.70 1.01 1.51  0.31
H -2.06 0.97 -0.35  0.59
H 5.55 -1.71 0.81  0.39
S -0.88 -3.22 2.40  -0.43
C -2.42 -2.57 2.92  -0.12
C -2.68 -2.52 4.30  -0.56
C -3.86 -2.02 4.85  -0.55
C -4.85 -1.56 3.99  -0.64
C -4.63 -1.59 2.62  -0.52
C -3.44 -2.08 2.04  0.12
S -3.26 -1.90 0.30  -0.39
H -1.90 -2.89 4.96  0.38
H -3.99 -2.01 5.92  0.30
H -5.79 -1.16 4.38  0.30
H -5.38 -1.21 1.95  0.37
C -0.88 -4.32 -0.99  -0.87
N -0.69 -3.15 -1.85  0.04
C -1.81 -2.82 -2.75  -0.78
C 0.02 -2.13 -1.42  0.40
N 0.78 -1.31 -1.12  -0.22
H -0.96 -5.19 -1.65  0.31
H -1.77 -4.19 -0.38  0.22
H -0.04 -4.42 -0.32  0.34
H -1.97 -3.67 -3.42  0.29
H -1.56 -1.94 -3.34  0.29
H -2.71 -2.63 -2.16  0.26
O 0.96 2.89 -0.59  -0.72
C 0.39 2.77 -1.68  0.90
N -0.04 1.57 -2.10  0.05
S -0.65 1.61 -3.59  0.93
O 0.18 0.92 -4.54  -0.69
O -2.06 1.29 -3.60  -0.68
C -0.45 3.37 -3.79  0.19
C -0.79 4.18 -4.86  -0.67
C -0.52 5.53 -4.75  -0.45
C 0.08 6.05 -3.60  -0.55
C 0.41 5.22 -2.53  -0.41
C 0.13 3.87 -2.65  -0.15
H -1.25 3.76 -5.75  0.43
H -0.77 6.20 -5.56  0.38
H 0.28 7.11 -3.53  0.37
H 0.87 5.60 -1.63  0.52

Values from the calculation:
2S+1	2
frontier orbital gap (alpha / beta)	0.1525 / 0.1524	Ha
total charge	-2
LUMO level (alpha / beta)	3.92 / 3.92	eV